Here is an isolated ion of composition C6H6N and charge +1 in a non-equilibrium geometry from the OMol25 dataset. Energies are from ωB97M-V with the def2-TZVPD basis set.

Results
* total charge: +1
* relative energy (zero: lowest compared OMol25 entry of this formula, charge and spin): 67.7 kcal per mole
* HOMO energy (spin up / spin down): -13.86 / -13.86 eV
* molecular weight: 92.1 g mol⁻¹

Positions of all 13 atoms, in Å:
N1 -1.286 0.925 -0.873
C1 -0.067 0.175 -1.410
C2 -1.544 0.637 0.367
C3 -1.084 0.250 1.487
C4 0.942 -0.476 0.983
C5 -0.053 -0.453 1.940
C6 0.978 -0.371 -0.380
H1 0.119 -0.948 2.910
H2 0.531 0.973 -2.112
H3 -1.815 1.516 -1.510
H4 1.805 -0.793 1.587
H5 -0.321 -0.595 -2.039
H6 1.795 -0.841 -0.950

natural (NBO) population analysis, charges in e, atoms 1 to 8:
1 N -0.505
2 C -0.255
3 C 0.407
4 C -0.018
5 C -0.288
6 C -0.025
7 C -0.029
8 H 0.273